{"formula": "C29H60BFO3PV", "method": "ωB97M-V/def2-TZVPD", "total_charge": 2, "molar_mass_g_mol": 568.52, "energy_ev": -75535.85445, "homo_energy_ev": [-13.23, -13.23], "gap_ev": [6.9, 2.6], "multiplicity": 5, "lumo_ev": [-6.36, -10.68], "species": ["V", "C", "C", "C", "C", "P", "C", "C", "C", "C", "C", "C", "C", "C", "C", "C", "C", "C", "H", "H", "H", "H", "H", "H", "H", "H", "H", "H", "H", "H", "H", "H", "H", "H", "H", "H", "H", "H", "H", "H", "H", "H", "H", "H", "H", "H", "H", "H", "H", "H", "H", "H", "H", "H", "B", "H", "H", "H", "H", "C", "O", "H", "H", "H", "C", "C", "O", "C", "H", "H", "H", "H", "H", "H", "C", "C", "O", "C", "H", "H", "H", "H", "H", "H", "F", "C", "C", "C", "C", "C", "C", "H", "H", "H", "H", "H"], "xyz": [[5.9377, -1.6524, -16.2171], [12.5710, -1.4260, -10.1744], [12.2776, -1.8572, -11.6434], [11.9873, -0.6767, -12.5521], [11.1946, -1.1109, -13.7914], [10.2647, 0.2975, -14.5915], [11.4264, 1.7660, -14.4448], [10.9707, 3.0527, -15.2465], [11.8576, 4.2852, -14.9132], [11.4309, 5.7136, -15.5756], [9.8886, 0.0662, -16.3279], [11.1092, -0.3572, -17.2709], [11.1555, 0.3520, -18.6222], [12.2951, -0.0458, -19.4543], [8.7993, 0.8860, -13.6573], [9.0066, 1.2206, -12.1671], [7.8604, 1.9724, -11.4581], [6.5699, 1.1944, -11.3574], [11.6882, -0.9571, -9.7396], [13.4840, -0.8335, -10.1154], [12.5918, -2.2840, -9.5025], [11.4813, -2.6014, -11.6389], [13.1640, -2.3920, -11.9844], [12.9581, -0.2170, -12.7375], [11.4599, 0.0498, -11.9341], [10.3477, -1.7732, -13.6120], [11.8178, -1.5463, -14.5724], [12.3496, 1.3955, -14.8902], [11.6081, 1.9866, -13.3929], [9.9325, 3.3334, -15.0691], [11.0414, 2.9012, -16.3236], [12.9151, 4.2188, -15.1690], [11.8111, 4.4133, -13.8317], [10.6098, 6.1017, -14.9728], [11.0631, 5.5875, -16.5939], [12.1396, 6.5400, -15.5233], [9.5455, 1.0682, -16.5856], [8.9910, -0.5464, -16.4127], [10.9698, -1.4347, -17.3584], [12.1345, -0.3263, -16.9024], [11.1433, 1.4350, -18.5000], [10.2721, 0.1008, -19.2092], [13.2915, 0.0698, -19.0277], [12.4295, 0.4493, -20.4161], [12.3067, -1.1346, -19.5053], [8.0637, 0.1010, -13.8326], [8.4229, 1.7986, -14.1195], [9.9078, 1.8321, -12.1226], [9.1502, 0.2819, -11.6320], [7.6460, 2.8875, -12.0101], [8.0538, 2.2101, -10.4120], [5.6968, 1.8462, -11.3268], [6.6961, 0.6704, -10.4100], [6.3849, 0.4274, -12.1095], [6.1385, 0.5251, -15.5633], [6.0983, -0.3157, -14.8882], [6.4019, 1.3929, -14.9787], [6.8563, 0.2128, -16.3059], [5.1579, 0.7173, -15.9703], [7.9257, -3.8054, -14.6514], [7.8064, -2.5396, -15.2974], [7.9286, -3.6741, -13.5693], [7.1590, -4.5454, -14.8808], [8.8767, -4.3300, -14.7428], [2.9642, -5.0160, -12.2667], [3.4503, -6.0227, -13.1834], [2.6473, -6.7954, -13.6847], [4.9334, -5.9559, -13.5351], [3.0663, -4.1035, -12.8541], [3.4968, -4.8374, -11.3326], [1.8814, -5.1011, -12.1751], [5.3540, -4.9615, -13.3856], [5.0516, -6.2707, -14.5720], [5.3315, -6.6971, -12.8421], [6.8363, -9.4225, -12.9112], [8.2925, -9.0040, -12.8989], [9.1840, -9.7855, -13.0245], [8.5224, -7.5147, -12.5326], [6.7212, -10.3747, -12.3934], [6.4750, -9.6380, -13.9167], [6.2373, -8.6798, -12.3843], [8.2978, -6.8334, -13.3532], [9.5903, -7.4078, -12.3420], [8.0509, -7.2259, -11.5932], [12.7558, -6.3243, -15.6672], [12.7648, -6.2541, -14.2789], [13.7848, -6.6680, -13.5011], [13.8193, -6.4168, -12.1621], [12.6571, -5.8079, -11.5715], [11.5780, -5.4363, -12.3208], [11.7067, -5.6358, -13.6997], [14.6067, -7.1264, -14.0311], [14.6644, -6.8256, -11.6280], [12.5148, -5.6382, -10.5145], [10.6103, -5.1162, -11.9636], [10.9273, -5.2037, -14.3098]], "forces_ev_per_a": [[2.7, 0.8, 1.9], [-0.9, -0.7, -0.5], [0.6, -0.4, 1.3], [-0.2, -0.4, 0.7], [-0.9, 1.4, -0.8], [1.5, 2.1, 1.2], [-0.8, 0.0, -1.5], [0.9, 0.4, 0.0], [-0.1, 1.9, -0.3], [-1.0, -1.5, 1.1], [1.0, 0.5, -0.4], [-0.9, -0.6, 0.4], [-1.4, 0.6, 0.3], [2.4, -1.2, -0.3], [-0.3, -0.6, 0.2], [0.2, -0.3, 0.3], [-0.4, 0.2, -1.3], [-0.2, -0.8, 0.5], [0.1, 0.9, -0.3], [-0.2, 0.1, 0.3], [0.8, -0.3, -0.2], [-0.3, 0.1, -0.1], [0.1, -0.1, -0.3], [-0.2, 0.1, -0.7], [-0.3, 0.1, -0.3], [0.2, -0.5, 0.5], [0.0, -0.1, 0.0], [0.3, 0.2, 0.1], [-0.1, -0.1, -0.1], [-0.1, -0.1, 0.3], [0.0, -0.4, -0.1], [0.0, -0.9, 0.0], [0.1, 0.1, 0.1], [-0.4, -0.1, -0.2], [0.2, 0.0, 0.0], [0.6, -0.6, -0.1], [0.0, 0.2, -0.2], [0.3, -0.4, -0.1], [-0.1, -0.2, -0.6], [-0.1, 0.6, 0.9], [-0.1, 0.1, 0.3], [-0.4, 0.1, 0.2], [0.0, 0.7, 0.7], [-0.7, -0.3, -0.1], [-0.3, -0.2, -0.9], [-0.3, 0.1, 0.2], [0.2, -0.1, -0.6], [0.1, -0.1, 0.4], [0.4, 0.0, 0.2], [0.3, 0.3, 0.1], [0.9, 0.4, -0.3], [0.1, -0.1, 0.2], [-0.8, -0.3, 0.1], [0.1, 0.1, -0.3], [-0.9, 0.6, -0.4], [-0.5, -3.9, 3.3], [1.2, 2.7, 1.8], [3.2, -1.3, -3.5], [-3.8, 0.3, -1.9], [-0.3, 1.0, 0.5], [-1.7, -0.3, -1.0], [-0.6, 0.2, 0.5], [-0.2, 0.0, -0.2], [0.5, 0.1, -1.0], [-1.0, 1.8, 0.5], [-0.7, -1.2, -1.2], [1.5, 0.3, 0.1], [-1.0, -0.5, -0.2], [0.2, 0.5, 0.1], [0.0, -0.3, 0.0], [0.2, -0.3, 0.6], [0.0, -0.2, 0.2], [0.2, -0.2, 0.1], [0.7, 0.1, -0.2], [0.1, -0.3, 0.2], [-1.4, 0.8, 0.9], [0.9, -0.1, -0.4], [1.3, -0.5, -0.1], [0.2, 0.0, 0.1], [0.0, 0.4, -0.1], [-0.2, -0.1, -0.4], [-0.5, 0.0, 0.0], [0.2, -0.1, -0.1], [-0.5, -0.1, -0.3], [0.3, -0.1, 3.5], [0.7, -0.2, -3.9], [2.5, -1.0, -1.0], [-0.4, -0.6, -0.4], [-0.6, 0.3, 1.5], [0.2, -0.8, -2.0], [-3.8, 2.3, 1.4], [0.3, -0.2, 0.3], [-0.1, 0.4, 0.5], [0.7, -0.2, 0.3], [0.3, 0.4, 0.4], [-0.1, -0.3, -0.4]]}